No. 1
8
Properties=species:S:1:pos:R:3:mulliken_charge:R:1 method="wB97M-V/def2-TZVPD" relative_energy_kcal_mol=74.1 total_energy_ha=-1185.92155 orbital_gap_ev=7.4 homo_ev=-9.31 lumo_ev=-2.0
P 0.22829 1.18112 1.22954 0.01
N -1.19052 0.54901 0.58375 -0.10
N -1.29604 -0.50446 -0.10701 -0.16
C -0.26023 -1.25294 -0.41556 0.14
S 0.38550 -2.45314 0.36933 -0.13
I 0.49011 -0.80390 -2.67948 0.01
H 0.20426 2.52413 0.52729 0.12
H 1.43865 0.76019 0.49215 0.11

No. 2
125
Properties=species:S:1:pos:R:3:mulliken_charge:R:1 method="wB97M-V/def2-TZVPD" relative_energy_kcal_mol=73.5 total_energy_ha=-4496.86370 total_charge=-2 orbital_gap_ev=3.4 homo_ev=0.28 lumo_ev=3.7
Pd -0.17170 -0.46967 0.01174 -0.36
C -2.12800 2.50635 0.59283 -3.17
N -1.30789 3.46299 -0.14960 1.85
C -0.20722 2.94088 -0.92814 -2.75
P 0.94885 1.81001 0.04898 2.65
C 0.92054 2.60487 1.69929 0.29
C 0.92035 3.98620 1.89817 -0.20
C 0.95619 4.51270 3.18188 -0.90
C 1.00715 3.66212 4.28196 -0.57
C 1.00329 2.28960 4.09647 -0.64
C 0.95319 1.76305 2.80739 -0.73
C 2.51132 2.53646 -0.63563 0.44
C 3.55070 3.04353 0.13967 -0.82
C 4.74500 3.45594 -0.44659 -0.64
C 4.92133 3.36556 -1.81679 -0.68
C 3.89146 2.86146 -2.60442 -0.68
C 2.70559 2.44725 -2.01728 -0.23
C -1.61268 4.80928 -0.14727 0.64
C -1.15562 5.67941 -1.15522 -0.48
C -1.47923 7.02968 -1.13338 -0.77
C -2.27068 7.56650 -0.12563 -0.50
C -2.72720 6.71466 0.87438 -0.85
C -2.40427 5.36534 0.87616 -0.38
P -2.24764 0.76767 -0.12001 1.80
C -3.30734 1.03589 -1.58254 0.33
C -3.76516 -0.10212 -2.25915 0.02
C -4.41361 0.02226 -3.48123 -0.68
C -4.59810 1.27452 -4.05585 -0.65
C -4.15464 2.40630 -3.38912 -0.65
C -3.51251 2.28917 -2.15788 -0.82
C -3.42212 0.26907 1.21216 1.18
C -2.87551 -0.18831 2.41111 -0.03
C -3.68777 -0.43960 3.50772 -0.81
C -5.05986 -0.23590 3.41794 -0.49
C -5.61049 0.21992 2.22760 -0.91
C -4.79421 0.48292 1.13242 -0.64
H -3.14021 2.88805 0.69409 1.19
H -1.73549 2.34272 1.59604 0.47
H 0.38423 3.75706 -1.31758 1.00
H -0.55720 2.34063 -1.77314 0.27
H 0.88745 4.65535 1.04408 0.52
H 0.94492 5.58715 3.32361 0.41
H 1.05508 4.07384 5.28310 0.35
H 1.03279 1.62276 4.94966 0.49
H 0.93556 0.68873 2.64912 0.32
H 3.43787 3.11560 1.21592 0.31
H 5.54580 3.83415 0.17876 0.40
H 5.85711 3.67179 -2.27001 0.36
H 4.02141 2.76568 -3.67514 0.43
H 1.92665 2.01297 -2.63860 0.12
H -0.56586 5.29438 -1.97657 0.48
H -1.11380 7.66713 -1.93174 0.38
H -2.52688 8.61975 -0.12044 0.39
H -3.33834 7.10696 1.68084 0.37
H -2.74408 4.73869 1.68988 0.46
H -3.62587 -1.08473 -1.79948 -0.14
H -4.76010 -0.86921 -3.99189 0.43
H -5.08215 1.36810 -5.02224 0.34
H -4.30091 3.38831 -3.82409 0.41
H -3.18343 3.18848 -1.64988 0.22
H -1.81939 -0.39443 2.44079 0.10
H -3.25368 -0.81866 4.42655 0.43
H -5.70085 -0.44720 4.26739 0.35
H -6.68394 0.36145 2.14642 0.37
H -5.23027 0.81110 0.19397 0.39
Cl 8.59837 -0.96833 1.51782 -0.28
C 7.03301 -1.01469 0.71750 0.35
C 6.88208 -1.74816 -0.44683 -0.86
C 5.64336 -1.76981 -1.07607 -0.21
C 4.54747 -1.06711 -0.57019 -0.05
C 3.19117 -1.14844 -1.23284 -1.11
C 4.74111 -0.33855 0.60368 0.63
C 5.96957 -0.31061 1.25341 -1.28
H 7.72378 -2.29635 -0.85406 0.40
H 5.51620 -2.35399 -1.98250 0.37
H 3.32091 -1.37336 -2.29663 0.90
H 2.69976 -0.18318 -1.16258 -1.22
H 3.91285 0.22359 1.02107 0.36
H 6.10282 0.25669 2.16681 0.41
S -3.39936 -2.73688 0.12384 -0.67
Sb -1.16178 -2.83005 -0.57333 1.13
C -0.35531 -2.24306 -2.69554 0.50
C -0.02324 -3.16845 -3.68269 -0.40
C 0.58256 -2.77878 -4.87644 -0.78
C 0.87206 -1.43865 -5.11518 -0.81
C 0.56791 -0.49851 -4.13867 -0.35
C -0.02493 -0.90829 -2.94295 0.04
C 1.08012 -2.88078 1.54734 3.64
C 2.10210 -4.07710 1.69078 -0.15
C 2.05736 -4.75147 3.02254 -1.36
C 1.41806 -4.23775 4.07687 -0.64
C 0.73176 -2.93912 4.00610 -0.87
C 0.60628 -2.29504 2.84021 -0.31
C -1.74935 -4.72068 -1.60912 0.49
C -1.49256 -5.99553 -1.09998 -0.60
C -2.11105 -7.13234 -1.62969 -0.71
C -3.00232 -7.01497 -2.68779 -0.46
C -3.26489 -5.74994 -3.21826 -0.76
C -2.64801 -4.62838 -2.67953 -0.01
H -0.22126 -4.22038 -3.50986 0.30
H 0.83972 -3.52483 -5.62101 0.37
H 1.33669 -1.13257 -6.04668 0.33
H 0.80259 0.55021 -4.31065 0.37
H -0.20336 -0.18759 -2.14672 -0.03
H 3.13082 -3.85759 1.39155 0.40
H 2.59961 -5.68965 3.11837 0.39
H 1.42762 -4.76708 5.02645 0.32
H 0.32974 -2.51366 4.92090 0.45
H 0.10630 -1.33470 2.78381 -0.90
H -0.79533 -6.11625 -0.27506 0.10
H -1.89555 -8.11127 -1.20774 0.37
H -3.49098 -7.89416 -3.09602 0.32
H -3.96733 -5.64336 -4.04082 0.36
H -2.87202 -3.64777 -3.09732 0.32
F 1.07724 -6.18876 0.83769 -0.56
C 1.30865 -4.82182 0.56172 1.78
C 1.90675 -4.68651 -0.77206 -1.93
C 2.36686 -3.47545 -1.21054 -0.74
C 2.32682 -2.20434 -0.59122 2.45
C 1.55611 -1.79664 0.57443 -2.52
C 0.10194 -3.88196 0.89947 -0.96
H 2.00769 -5.58444 -1.37208 0.24
H 2.85849 -3.48655 -2.18459 0.29
H 2.06385 -1.01105 1.14112 0.61
H -0.53815 -4.36050 1.64958 0.76

No. 3
19
Properties=species:S:1:pos:R:3:mulliken_charge:R:1 method="wB97M-V/def2-TZVPD" relative_energy_kcal_mol=86.8 total_energy_ha=-310.92091 smiles="C=CCC(=C)C.O" orbital_gap_ev=10.1 homo_ev=-9.15 lumo_ev=1.0
C -1.11870 -2.48410 1.16860 -0.88
C -0.34330 -1.46822 0.68689 -0.16
C -0.91157 -0.46544 -0.31203 -0.31
C 0.28335 0.32746 -0.94687 1.00
C -0.05562 1.51431 -1.38985 -1.44
C 1.45834 -0.59180 -1.21663 -1.33
H -2.23827 -2.66761 0.97059 0.23
H -0.71394 -3.07602 1.96166 0.27
H 0.65373 -1.37809 1.17419 0.33
H -1.47254 0.12865 0.40948 0.28
H -1.65768 -0.83362 -1.22587 0.26
H 0.85259 2.01006 -1.81154 0.25
H -0.92374 1.96578 -1.53961 0.49
H 1.38803 -1.49684 -0.65624 0.40
H 2.40379 -0.01719 -0.77977 0.27
H 1.67540 -0.83715 -2.22911 0.33
O 0.45400 2.44276 1.61153 -0.60
H -0.10107 2.36396 0.93626 0.32
H 0.62670 3.30269 1.95705 0.29

No. 4
12
Properties=species:S:1:pos:R:3:mulliken_charge:R:1 method="wB97M-V/def2-TZVPD" relative_energy_kcal_mol=50.4 total_energy_ha=-410.21279 total_charge=+1 orbital_gap_ev="8.0 / 8.0" homo_ev="-13.93 / -13.93" lumo_ev="-6.0 / -6.0"
C 0.21939 0.36284 0.24138 0.54
N -0.89637 -2.55244 0.17313 0.56
N 0.18458 0.38514 1.57838 -0.42
N -0.11787 -0.69334 -0.39760 -0.17
N 0.42365 1.55830 -0.38155 -0.48
O -0.28014 -0.72243 -1.74748 -0.43
O -1.21896 -3.04775 -0.72506 0.02
H 0.20546 -0.37773 2.20335 0.24
H 0.70291 1.22235 2.00535 0.24
H 0.69089 2.31135 0.27509 0.24
H 1.08976 1.64526 -1.19617 0.29
H -1.00329 -0.09154 -2.02883 0.37

No. 5
23
Properties=species:S:1:pos:R:3:lowdin_spin:R:1 method="wB97M-V/def2-TZVPD" s2=0.7688 relative_energy_kcal_mol=18.8 total_energy_ha=-350.97902 total_charge=+1 orbital_gap_ev="9.8 / 6.0" spin_multiplicity=2 homo_ev="-14.32 / -14.32" lumo_ev="-4.6 / -8.3"
C -3.83083 0.76927 1.09410 0.06
C -0.65642 -1.22695 1.22072 0.07
C -1.67455 -0.42513 1.63251 0.07
C -0.30375 -1.33667 -0.17611 0.31
C -2.55114 0.19339 0.70517 0.27
C -0.93687 -0.43478 -1.04744 0.04
C -2.04016 0.26778 -0.63002 0.12
H -0.21138 -1.82906 2.00292 0.00
H -1.78130 -0.31610 2.70631 0.00
H 0.44718 -2.03764 -0.50807 0.01
H -0.57385 -0.26359 -2.05244 0.00
H -4.51740 0.53803 0.26618 0.01
H -3.83674 1.84883 1.27600 0.03
H -2.65078 0.69608 -1.41761 0.00
H -4.21403 0.30757 2.00613 0.00
C 3.21432 0.50335 -1.52027 0.00
C 4.09944 0.22273 -0.25920 0.00
H 2.16831 0.30302 -1.25703 0.00
H 3.47679 1.51580 -1.80015 0.00
H 3.31886 -0.10088 -2.42545 0.00
H 4.71615 1.12921 -0.21889 0.00
H 3.54589 0.28857 0.67247 0.00
H 4.79226 -0.61283 -0.26982 0.00

No. 6
55
Properties=species:S:1:pos:R:3:lowdin_spin:R:1 method="wB97M-V/def2-TZVPD" s2=0.7558 total_energy_ha=-2768.42595 total_charge=+1 orbital_gap_ev="6.5 / 7.0" spin_multiplicity=2 homo_ev="-9.77 / -10.37" lumo_ev="-3.3 / -3.4"
Ti 0.04826 -0.33994 0.22594 0.83
C -0.02823 2.53568 2.55062 0.00
C -0.02448 1.14416 3.12668 0.01
C -0.20280 0.99779 4.50322 0.00
C -0.04705 -0.22144 5.10854 0.01
C 0.36504 -1.28923 4.32218 0.00
C 0.47114 -1.12285 2.95686 0.01
N 0.20492 0.06889 2.34931 0.01
Sb 1.48526 -2.71954 1.91520 0.01
C -0.21287 -3.16424 0.66612 0.02
C -0.51714 -4.49465 0.48768 0.00
C -1.66270 -4.82910 -0.22132 0.01
C -2.46542 -3.82053 -0.69021 0.00
C -2.14629 -2.48469 -0.45982 0.01
C -3.05910 -1.42462 -0.98682 0.00
N -1.02146 -2.16395 0.22513 0.00
C 2.58503 -1.38664 0.59561 0.01
C 3.87121 -1.75342 0.25898 0.00
C 4.65338 -0.87602 -0.48128 0.01
C 4.13441 0.34138 -0.83743 0.00
C 2.83914 0.68709 -0.47112 0.01
C 2.27770 2.02404 -0.84953 0.00
N 2.09001 -0.17754 0.23981 -0.01
H 0.44373 3.19764 3.27973 0.00
H 0.52004 2.59224 1.61595 0.00
H -1.03649 2.89873 2.35489 0.00
H -0.43676 1.88026 5.08562 0.00
H -0.18372 -0.33481 6.17976 0.00
H 0.60674 -2.24444 4.77184 0.00
H 0.13720 -5.26040 0.88253 0.00
H -1.92087 -5.86705 -0.40035 0.00
H -3.36785 -4.04264 -1.24542 0.00
H -3.99531 -1.88106 -1.29595 0.00
H -3.25242 -0.65944 -0.24739 0.00
H -2.61740 -0.92333 -1.84818 0.00
H 4.26250 -2.71130 0.57163 0.00
H 5.66576 -1.14680 -0.76423 0.00
H 4.72087 1.05050 -1.41065 0.00
H 2.82916 2.81194 -0.33773 0.00
H 2.38837 2.18548 -1.92198 0.00
H 1.22948 2.13951 -0.60255 0.00
O 0.63015 -0.04688 -3.68877 0.01
C 0.00424 0.33032 -2.73845 0.01
O 0.03785 -0.33484 -1.56861 0.02
C -0.87538 1.52925 -2.73812 0.00
C -1.02998 2.15166 -3.98168 0.00
C -1.84988 3.24826 -4.13502 0.00
C -2.53862 3.73609 -3.02775 0.00
C -2.39212 3.13448 -1.79188 0.00
C -1.55781 2.02300 -1.61093 0.00
S -1.49281 1.43347 0.06862 0.01
H -0.48804 1.73866 -4.82426 0.00
H -1.95887 3.71965 -5.10465 0.00
H -3.19376 4.59653 -3.12786 0.00
H -2.92592 3.52467 -0.93249 0.00